A gas-phase ion, CH7N5P (charge +1). Source: the OMol25 dataset; level of theory: wB97M-V/def2-TZVPD.

Its structure (SMILES) is [H]/N=C(/N)P(N)#[N+]N. As for the LUMO energy (alpha / beta): -0.2003 / -0.2005 hartree. Its total charge is +1. The value obtained for the total energy is -17880.4523 eV. As for the frontier orbital gap (alpha / beta): 0.2809 / 0.2810 Ha. The calculation puts the relative energy (zero: lowest compared OMol25 entry of this formula, charge and spin) at 35.32 kcal per mole. Its spin multiplicity is 1. The largest force on an atom is 4.49 eV/A.

CARTESIAN COORDINATES (ANGSTROEM)
H1 0.6000 2.6743 -1.4044
N1 -0.1614 2.4620 -0.8866
C1 -0.6882 1.4994 -0.3404
N2 -1.7359 1.3761 0.5040
P1 -0.0567 -0.4822 -0.5321
N3 1.2800 -0.7113 -1.4903
N4 -0.1161 -1.0640 0.9896
N5 0.6333 -1.9045 1.6872
H2 -2.3672 2.1183 0.4057
H3 -1.7154 0.6059 1.0719
H4 1.2144 -0.2322 -2.3961
H5 1.7171 -1.6108 -1.4399
H6 0.2059 -2.1428 2.5184
H7 1.1901 -2.5883 1.3130

Forces on the atoms, in the same order (eV/Å):
H 2.637 0.246 -2.057
N -3.488 -1.357 2.487
C 0.900 0.206 0.177
N 2.062 1.427 -2.978
P -0.301 -0.532 1.838
N -0.753 0.843 0.376
N 1.065 0.870 -2.129
N -1.575 2.609 -0.787
H -1.353 0.827 0.753
H -0.838 -1.907 1.839
H 0.335 -0.673 0.385
H 0.455 -0.256 -0.477
H -0.948 -0.672 2.092
H 1.800 -1.629 -1.519